Version one
ORCA calculation (wB97M-V/def2-TZVPD) on a cluster of 2 separate species, C5H14NO in total.

As for the HOMO-LUMO gap: 10.2743 eV. The net charge is +1. The HOMO energy comes out at -14.7 eV.

Each line ends with the natural charge from an NBO analysis.
Cartesian coordinates (Å):
C 2.338 0.402 -1.600  -0.43
C 0.672 -1.298 -2.203  0.10
N 1.100 -0.382 -1.396  -0.40
H 2.955 0.226 -0.714  0.24
H 2.055 1.449 -1.691  0.25
H 2.896 -0.028 -2.424  0.23
H 1.259 -1.502 -3.084  0.22
H -0.237 -1.818 -1.938  0.24
H 0.467 -0.212 -0.548  0.48
C -0.968 1.513 0.515  -0.66
C -1.374 0.201 1.139  0.09
C -1.312 0.211 2.660  -0.65
O -0.484 -0.795 0.574  -0.77
H -1.062 1.516 -0.601  0.22
H 0.066 1.813 0.869  0.21
H -1.592 2.347 0.904  0.25
H -2.422 -0.013 0.871  0.18
H -1.947 0.997 3.059  0.24
H -0.282 0.302 3.007  0.22
H -1.675 -0.718 3.122  0.22
H -0.433 -1.502 1.272  0.51

Version two
ORCA calculation (wB97M-V/def2-TZVPD) on a cluster of 2 separate species, C5H14NO in total.

As for the HOMO-LUMO gap: 7.5937 eV. The net charge is +1. The HOMO energy comes out at -12.8 eV.

Each line ends with the natural charge from an NBO analysis.
Cartesian coordinates (Å):
C 1.120 -0.401 -1.106  -0.63
C 1.382 0.356 0.185  -0.23
C 3.226 -0.310 1.676  0.13
N 2.796 0.217 0.598  -0.37
H 1.877 -0.190 -1.863  0.23
H 1.089 -1.474 -0.938  0.23
H 0.175 -0.063 -1.527  0.26
H 1.229 1.432 0.052  0.24
H 0.775 -0.011 1.004  0.23
H 4.296 -0.326 1.841  0.24
H 2.494 -0.704 2.370  0.23
H 3.491 0.541 -0.073  0.44
C -2.584 -0.237 -0.657  -0.06
O -3.883 -0.748 -0.436  -0.71
C -2.318 0.844 0.360  -0.63
H -1.838 -1.044 -0.595  0.14
H -2.502 0.194 -1.668  0.16
H -4.057 -1.456 -1.063  0.48
H -2.203 0.443 1.362  0.21
H -1.412 1.395 0.086  0.18
H -3.154 1.543 0.391  0.24

Version three
ORCA calculation (wB97M-V/def2-TZVPD) on a cluster of 2 separate species, C5H14NO in total.

As for the HOMO-LUMO gap (spin up / spin down): 8.9796 / 8.8656 eV. The net charge is +1. The HOMO energy (spin up / spin down) comes out at -12.4 / -12.4 eV.

Each line ends with the natural charge from an NBO analysis.
Cartesian coordinates (Å):
C -0.996 -0.940 -1.320  -0.71
C 1.056 1.415 -1.867  -0.44
C -0.646 -0.919 1.716  -0.46
C 1.104 0.560 1.518  -0.46
C -0.509 0.231 -0.444  0.47
N 0.282 -0.427 0.816  -0.41
O -1.397 1.150 -0.068  -0.71
H -1.212 -1.753 -0.681  0.22
H -0.091 -1.153 -1.993  0.25
H -1.832 -0.510 -1.930  0.24
H 0.780 2.347 -1.570  0.19
H 0.651 0.954 -2.758  0.20
H 1.822 0.978 -1.367  0.18
H -1.475 -1.485 1.229  0.23
H -0.319 -1.506 2.571  0.25
H -1.162 -0.034 2.086  0.24
H 0.620 1.502 1.881  0.26
H 1.414 -0.082 2.331  0.22
H 2.103 1.086 1.167  0.27
H 0.880 -1.193 0.464  0.44
H -2.271 1.015 -0.670  0.52

Version four
ORCA calculation (wB97M-V/def2-TZVPD) on a cluster of 2 separate species, C5H14NO in total.

As for the HOMO-LUMO gap: 9.9867 eV. The net charge is +1. The HOMO energy comes out at -13.1 eV.

Each line ends with the natural charge from an NBO analysis.
Cartesian coordinates (Å):
C 0.447 0.776 1.448  -0.21
C 0.028 -0.691 1.172  -0.47
C -0.642 -0.690 -0.220  -0.32
C -1.972 -0.449 -0.425  -0.11
C -2.586 -0.167 -1.829  -0.64
N 1.078 1.351 0.175  -0.69
H 1.237 0.910 2.315  0.24
H -0.379 1.461 1.686  0.23
H -0.726 -0.986 1.865  0.25
H 0.851 -1.443 1.196  0.25
H -0.142 -0.939 -1.230  0.21
H -2.650 -0.439 0.448  0.20
H -2.829 0.840 -2.006  0.23
H -3.377 -0.887 -1.732  0.24
H -1.773 -0.333 -2.529  0.21
H 0.441 1.281 -0.560  0.44
H 1.871 0.750 -0.045  0.46
H 1.398 2.313 0.388  0.44
H 2.902 -1.309 -0.634  0.51
H 3.841 -0.772 0.494  0.52
O 2.982 -0.578 0.023  -0.98

Stability, lowest: version three

Version one
ORCA calculation (wB97M-V/def2-TZVPD) on an isolated molecule of C6H9N3O2.

Its SMILES is C=CC1(C)NC(=O)NC(=O)N1. As for the HOMO-LUMO gap: 10.6204 eV. The HOMO energy comes out at -10.0 eV.

Each line ends with the natural charge from an NBO analysis.
Cartesian coordinates (Å):
C 2.015 0.028 -1.495  -0.43
C 0.683 -0.089 -1.476  -0.18
C -0.161 0.503 -0.187  0.25
C -0.612 1.953 -0.496  -0.63
N 0.519 0.430 1.022  -0.66
C 0.512 -0.723 1.797  0.79
O 1.150 -0.722 2.840  -0.61
N -0.417 -1.672 1.479  -0.65
C -1.319 -1.547 0.422  0.78
O -2.269 -2.326 0.294  -0.61
N -1.341 -0.340 -0.131  -0.62
H 2.551 -0.622 -2.162  0.21
H 2.447 0.102 -0.521  0.21
H 0.025 -0.570 -2.281  0.20
H -1.358 2.136 0.207  0.22
H -1.135 2.209 -1.398  0.23
H 0.228 2.686 -0.503  0.23
H 0.768 1.292 1.468  0.43
H -0.537 -2.392 2.157  0.44
H -1.749 -0.336 -1.034  0.40

Version two
ORCA calculation (wB97M-V/def2-TZVPD) on a cluster of 3 separate species, C6H9N3O2 in total.

Its SMILES is Cc1cnccn1.O=C=O.N. As for the HOMO-LUMO gap: 8.8932 eV. The HOMO energy comes out at -8.5 eV.

Each line ends with the natural charge from an NBO analysis.
Cartesian coordinates (Å):
C -1.655 -3.207 -0.531  -0.70
C -0.988 -1.961 -0.162  0.28
C 0.610 -1.948 0.850  0.04
N 1.319 -0.915 0.587  -0.41
C 0.890 0.116 -0.168  -0.06
C -0.451 0.296 -0.314  -0.04
N -1.231 -0.756 -0.437  -0.43
H -0.972 -3.941 -0.916  0.24
H -2.451 -3.023 -1.295  0.23
H -2.387 -3.631 0.294  0.24
H 0.544 -2.547 1.731  0.19
H 1.681 0.770 -0.449  0.21
H -0.938 1.310 -0.330  0.18
O 5.632 2.628 -0.291  -0.51
C 4.502 2.538 -0.512  1.03
O 3.372 2.464 -0.720  -0.52
N -2.124 3.072 0.643  -1.04
H -2.080 2.149 0.195  0.34
H -1.876 2.956 1.574  0.35
H -1.396 3.631 0.250  0.35

Stability, lowest: version two

Version one
ORCA calculation (wB97M-V/def2-TZVPD) on an isolated molecule of C6H9N3O2.

Its SMILES is N[C@@H](Cc1c[nH]cn1)C(=O)O. As for the HOMO-LUMO gap: 10.0483 eV. The HOMO energy comes out at -9.5 eV.

Each line ends with the natural charge from an NBO analysis.
Cartesian coordinates (Å):
N 2.590 1.366 0.634  -0.80
C 1.531 0.396 0.349  -0.16
C 0.374 0.994 -0.462  -0.44
C -1.047 0.245 -0.429  0.14
C -2.256 0.799 -0.567  -0.13
N -3.132 -0.185 -0.030  -0.51
C -2.498 -1.254 0.468  0.20
N -1.172 -1.026 0.255  -0.55
C 2.037 -1.011 -0.244  0.76
O 3.147 -1.154 -0.653  -0.60
O 1.242 -2.067 -0.161  -0.69
H 3.075 0.908 1.434  0.36
H 3.223 1.222 -0.156  0.37
H 1.098 0.083 1.330  0.20
H 0.243 2.090 -0.367  0.24
H 0.760 0.839 -1.529  0.22
H -2.535 1.826 -0.733  0.23
H -4.149 -0.113 -0.226  0.42
H -2.933 -2.206 0.772  0.23
H 0.403 -1.753 0.314  0.51

Version two
ORCA calculation (wB97M-V/def2-TZVPD) on an isolated molecule of C6H9N3O2.

Its SMILES is N[C@@H](Cc1c[nH]cn1)C(=O)O. As for the HOMO-LUMO gap: 9.7392 eV. The HOMO energy comes out at -8.9 eV.

Each line ends with the natural charge from an NBO analysis.
Cartesian coordinates (Å):
N 1.317 1.814 -0.821  -0.81
C 1.414 0.919 0.278  -0.14
C 0.185 0.864 1.190  -0.43
C -1.027 0.335 0.523  0.06
C -2.201 0.902 0.167  -0.09
N -2.982 -0.043 -0.472  -0.55
C -2.285 -1.231 -0.360  0.18
N -1.159 -1.078 0.253  -0.47
C 1.851 -0.499 -0.119  0.78
O 2.052 -0.724 -1.292  -0.62
O 2.144 -1.376 0.843  -0.68
H 2.185 1.784 -1.337  0.37
H 0.585 1.513 -1.460  0.37
H 2.217 1.170 0.939  0.21
H -0.018 1.909 1.489  0.23
H 0.437 0.267 2.080  0.24
H -2.569 1.910 0.360  0.22
H -3.906 0.062 -0.919  0.42
H -2.598 -2.186 -0.750  0.20
H 2.245 -2.215 0.385  0.50

Version three
ORCA calculation (wB97M-V/def2-TZVPD) on an isolated molecule of C6H9N3O2.

Its SMILES is N[C@@H](Cc1c[nH]cn1)C(=O)O. As for the HOMO-LUMO gap: 9.2783 eV. The HOMO energy comes out at -8.9 eV.

Each line ends with the natural charge from an NBO analysis.
Cartesian coordinates (Å):
N 0.851 -1.290 1.467  -0.83
C 1.371 -0.900 0.106  -0.15
C 0.224 -1.155 -0.890  -0.42
C -1.121 -0.379 -0.558  0.13
C -2.355 -0.835 -0.419  -0.13
N -3.050 0.233 0.120  -0.48
C -2.262 1.207 0.284  0.20
N -1.026 0.790 -0.004  -0.54
C 2.163 0.490 -0.172  0.76
O 3.373 0.374 -0.445  -0.60
O 1.520 1.618 0.125  -0.71
H 0.052 -0.705 1.653  0.35
H 1.500 -1.227 2.232  0.37
H 2.080 -1.760 -0.131  0.22
H 0.635 -0.776 -1.765  0.22
H -0.030 -2.204 -0.971  0.22
H -2.797 -1.864 -0.488  0.23
H -4.070 0.295 0.161  0.42
H -2.550 2.169 0.696  0.21
H 0.482 1.441 -0.021  0.51

Stability, lowest: version three